DFT (ωB97M-V/def2-TZVPD) results for a molecular structure, C33H40HfN4P2 at a distorted geometry.

Properties
**Total charge**: +2
**Energy above the lowest of the compared OMol25 structures with the same formula, charge and spin**: 45.5 kcal/mol
**Calculated total energy**: -60687.32897 eV
**Frontier orbital gap**: 0.1481 hartree
**HOMO**: -12.73 eV

Each line ends with the Löwdin charge.
Atoms and positions in Å:
1 Hf 0.6486 2.4404 0.6137  1.761
2 P -0.9377 0.7540 -2.0974  1.070
3 P 1.8159 -1.3783 -0.5968  1.188
4 N -2.6244 0.2785 -2.4066  -0.254
5 N 0.7881 -3.1168 -0.4584  -0.165
6 N 3.4002 -2.0185 -1.0891  -0.286
7 N -0.4947 1.1989 -3.7906  -0.263
8 C -0.2707 2.5503 -5.5823  -0.066
9 C -4.4628 -0.8393 -3.1171  -0.056
10 C 3.7852 -3.3087 -1.4958  -0.136
11 C -0.5973 0.0267 0.9893  -0.338
12 C 5.2878 -1.8447 -2.3466  -0.080
13 C 4.9062 -3.2272 -2.3028  -0.062
14 C -2.2052 1.0792 2.7370  0.037
15 C -0.3948 1.1941 -6.0381  -0.059
16 C 2.4107 3.2060 3.4941  -0.091
17 C -3.7654 1.0270 -2.0050  -0.147
18 C 0.4663 -0.5569 1.9466  -0.274
19 C -3.0789 -0.8485 -3.1029  -0.132
20 C -0.2754 -0.9619 -2.2917  -0.431
21 C -1.5655 -0.6622 4.6303  -0.125
22 C 0.0681 2.9129 3.5519  -0.221
23 C 0.0652 -5.2255 -1.1410  -0.056
24 C -0.0562 -0.6246 4.4736  -0.057
25 C 4.3756 -1.1354 -1.6047  -0.180
26 C -0.2754 4.3586 0.8481  -0.234
27 C -1.4641 1.2734 1.5021  -0.225
28 C 0.7782 -4.0548 -1.5258  -0.172
29 C -0.4456 0.3918 -4.9361  -0.135
30 C -2.4005 -0.2369 3.3586  -0.130
31 C 0.6076 -0.1367 3.3984  -0.110
32 C -0.3238 2.5252 -4.2021  -0.161
33 C -0.5231 -4.9296 0.1524  -0.072
34 C 1.1526 3.5086 5.6010  -0.033
35 C -4.9018 0.3587 -2.4339  -0.071
36 C 1.2667 -0.9231 -2.3019  -0.395
37 C 1.2019 2.9679 2.7396  -0.309
38 C 2.3556 3.5062 4.8733  -0.052
39 C -0.0197 3.1604 4.9291  -0.050
40 C -0.0912 -3.6381 0.5163  -0.166
41 H -5.0328 -1.6168 -3.6291  0.112
42 H 0.0280 -6.1395 -1.7311  0.104
43 H -0.9855 2.9740 5.4235  0.121
44 H -2.1061 1.6027 0.6778  0.090
45 H -1.8312 -0.0441 5.5112  0.132
46 H 1.6980 -1.5694 -3.0872  0.103
47 H -0.9711 4.6925 0.0582  0.034
48 H -0.6888 -1.5181 -1.4383  0.060
49 H -3.4686 -0.3436 3.6034  0.151
50 H -3.6824 1.9813 -1.4793  0.096
51 H 1.1057 3.7235 6.6747  0.126
52 H -0.4723 0.8254 -7.0605  0.116
53 H 1.6466 0.1148 -2.5378  0.080
54 H 4.3059 -0.0747 -1.3737  0.093
55 H 1.4852 -0.5072 1.4919  0.016
56 H -1.8896 -1.6767 4.9258  0.125
57 H -0.1478 3.4176 -6.2191  0.106
58 H -2.2528 -1.0059 2.5887  0.119
59 H 1.4195 0.6336 3.5299  0.104
60 H -1.3679 -0.7273 0.7834  0.117
61 H -0.8304 2.4522 3.1858  0.013
62 H 3.2126 -4.1599 -1.1385  0.101
63 H 3.3740 3.0857 2.9653  0.104
64 H -0.4159 -3.0886 1.3983  0.074
65 H -5.9386 0.6951 -2.3204  0.111
66 H 1.2503 -3.8095 -2.4871  0.107
67 H 6.1741 -1.4538 -2.8722  0.116
68 H 0.3271 -1.6273 2.0053  0.069
69 H -0.5652 4.8190 1.8046  0.047
70 H -0.5891 -1.5204 -3.1849  0.063
71 H 0.7286 4.8081 0.6319  0.027
72 H -2.7093 1.9823 3.1900  0.164
73 H -1.1663 -5.6107 0.7324  0.108
74 H -0.1791 0.0658 -0.1049  -0.046
75 H -0.3780 -0.6955 -4.8376  0.107
76 H 0.6141 -1.1246 5.2346  0.150
77 H -2.3793 -1.5706 -3.5386  0.104
78 H 5.4058 -4.0555 -2.8034  0.111
79 H 3.2835 3.6967 5.4148  0.118
80 H -0.2172 3.3185 -3.4766  0.083